[1]
{
  "formula": "C24H44O10S3",
  "method": "ωB97M-V/def2-TZVPD",
  "species": ["C", "C", "H", "H", "C", "O", "H", "C", "O", "H", "H", "C", "C", "H", "C", "C", "H", "H", "H", "H", "H", "C", "H", "H", "C", "O", "H", "S", "C", "O", "H", "H", "O", "H", "H", "H", "S", "H", "H", "H", "C", "H", "C", "H", "H", "H", "C", "O", "C", "H", "H", "C", "H", "H", "C", "H", "H", "C", "H", "O", "C", "H", "O", "S", "H", "H", "O", "H", "H", "H", "O", "C", "C", "C", "C", "H", "H", "H", "H", "H", "C"],
  "coordinates": [[-4.7420, -2.0788, -3.6628], [0.8400, 4.8097, -1.1165], [2.3254, -3.5674, -3.7217], [-0.4417, 2.6206, 2.6437], [5.7231, -1.7241, 8.6590], [-0.1099, 5.4651, -3.3517], [0.1808, -1.5849, -2.6810], [1.2576, -1.4901, -2.5527], [3.2082, -1.2043, 8.2360], [0.5338, -5.0756, -1.1213], [-1.2670, -0.6588, 1.7697], [2.8346, -0.3892, 5.1369], [-2.4167, -0.7291, -0.0091], [2.1020, -0.7956, 5.8337], [-1.3405, 1.3373, 1.1190], [-2.1750, 6.0988, -4.5347], [-3.4612, 1.0622, -0.7255], [-6.7932, -2.7089, -3.6234], [-2.6380, 6.1011, -5.5215], [-2.2504, 0.4520, -1.8569], [0.9865, 5.8747, -0.9587], [-0.8530, 5.3602, -4.5868], [-4.4961, -2.6357, -4.5524], [1.6988, 4.3640, -1.6108], [-0.3596, 1.6170, 2.2415], [4.1526, -3.2844, 7.2672], [0.8606, 1.3787, -0.6223], [-0.5837, 4.5783, -2.1246], [0.1374, -0.4558, 0.1903], [1.0152, 1.4144, 1.8281], [2.5704, -0.1712, -1.4190], [4.7970, -0.8226, 4.3867], [-0.6477, 3.2095, -2.5450], [-0.9914, 4.3087, -4.8422], [-2.0265, 7.1279, -4.2086], [-3.2353, -0.9344, 0.6792], [1.3264, -0.1085, 1.4935], [0.2836, -6.2777, -2.4321], [0.6464, 4.3118, -0.1681], [-7.3420, -1.4133, -1.5723], [-2.9867, 0.1633, -1.1125], [1.7058, 0.5842, -2.7246], [1.9227, -3.8984, -2.7681], [2.3963, -0.4029, 4.1363], [-0.3421, 0.6660, -1.6448], [-5.5792, -0.0857, -0.4540], [0.5021, 0.4260, -1.0090], [0.6088, -4.3545, -3.0746], [-1.2527, -0.1521, 0.8056], [2.5306, -4.7045, -2.3545], [2.8626, -2.4788, -1.4631], [1.8604, -2.6958, -1.8290], [-2.7490, -1.2981, -3.4013], [5.9275, -0.6642, 8.7821], [-6.0300, -2.1156, -3.1407], [3.0327, 0.6423, 5.4343], [3.9207, -2.2479, 4.9214], [-5.3600, -0.6472, -1.3525], [-0.2075, 5.7980, -5.3451], [4.8412, -1.0947, 6.3941], [1.6035, -0.1334, -1.9097], [6.5601, -2.2338, 8.1905], [-1.7044, 5.1995, -1.4912], [4.2996, -1.9106, 7.6404], [-2.1157, -1.6839, -0.4410], [5.4903, -2.1769, 9.6200], [2.6727, -0.2122, 1.0293], [1.2574, -2.9822, -0.9673], [1.6937, -1.4812, -3.5509], [-0.9731, -5.0909, -2.0212], [1.0096, -0.9405, 2.6235], [4.1123, -1.1977, 5.1445], [-6.3493, -1.3927, -1.9955], [0.0980, -5.2561, -2.1028], [-3.7581, -1.3294, -3.0131], [0.1860, -1.5097, -0.0597], [-0.5842, 0.9354, 3.0601], [-1.1679, 1.9679, 0.2501], [-2.3222, 1.5925, 1.5187], [-2.8654, 5.6291, -3.8355], [-4.0568, -0.6143, -1.8524]],
  "mulliken_charge": [-0.80, -0.94, 0.41, 0.49, -0.93, -0.28, -0.07, -0.54, -0.61, 0.35, 0.78, -0.41, -1.24, 0.35, -0.40, -0.98, 0.43, 0.37, 0.40, 0.00, 0.40, -0.32, 0.42, 0.32, -1.02, -0.65, 0.44, 1.18, 0.83, -0.34, 0.51, 0.26, -0.56, 0.30, 0.27, 0.52, 1.21, 0.28, 0.27, 0.39, 0.17, 0.41, -0.92, -0.08, -0.24, 0.39, -0.24, -0.37, -0.35, 0.36, 0.35, -0.01, 0.32, 0.31, -0.34, 0.32, 0.34, -0.21, 0.29, -0.28, -1.28, 0.31, -0.65, 1.23, 0.14, 0.37, -0.70, 0.05, 0.66, 0.26, -0.67, -0.45, -0.75, -0.74, -0.14, 0.13, 0.38, -0.08, 0.65, 0.29, -0.32],
  "homo_ev": -9.1,
  "total_charge": 0,
  "energy_ha": -2887.8037,
  "max_force_ha_per_bohr": 0.035,
  "multiplicity": 1,
  "homo_lumo_gap_ev": 9.59
}

***

[2]
{
  "formula": "C5H7N2",
  "method": "ωB97M-V/def2-TZVPD",
  "species": ["C", "H", "C", "C", "H", "H", "H", "H", "H", "C", "H", "N", "N", "C"],
  "coordinates": [[-0.3214, -0.3747, 0.1941], [-0.6766, 2.4307, 1.8711], [-1.0228, 0.6064, 0.9649], [0.9166, 0.1654, 0.0739], [-1.2143, -2.2952, 0.0201], [-2.1196, 0.5640, 1.2795], [3.0309, 0.9332, 0.1659], [-0.5217, -1.6862, -1.5057], [1.9040, 1.6212, -1.1480], [1.9846, 1.1079, -0.2526], [-1.9964, -1.0058, -0.7873], [-0.2734, 1.6700, 1.2061], [1.0125, 1.3907, 0.7990], [-0.9990, -1.4639, -0.5846]],
  "mulliken_charge": [0.25, 0.34, -0.27, 0.15, 0.33, 0.39, 0.21, 0.37, 0.28, -0.01, 0.34, -0.06, -0.15, -1.16],
  "homo_ev": -14.9,
  "total_charge": 1,
  "energy_ha": -303.8238,
  "max_force_ha_per_bohr": 0.070,
  "multiplicity": 1,
  "homo_lumo_gap_ev": 10.41
}

***

[3]
{
  "formula": "C24H80N6O13",
  "method": "ωB97M-V/def2-TZVPD",
  "species": ["O", "C", "H", "H", "C", "H", "H", "H", "H", "H", "C", "H", "H", "H", "H", "H", "H", "H", "H", "H", "H", "C", "H", "O", "H", "C", "C", "H", "H", "H", "H", "H", "H", "N", "H", "H", "C", "C", "H", "H", "H", "C", "H", "H", "H", "N", "H", "O", "H", "C", "H", "H", "H", "H", "H", "H", "H", "H", "H", "H", "O", "H", "C", "O", "H", "H", "O", "C", "H", "N", "H", "H", "H", "C", "H", "C", "N", "H", "H", "O", "C", "O", "H", "H", "H", "C", "C", "O", "H", "C", "H", "H", "H", "O", "H", "O", "N", "H", "C", "C", "H", "H", "H", "H", "C", "O", "C", "H", "H", "H", "H", "H", "H", "N", "H", "H", "H", "O", "C", "H", "C", "H", "H"],
  "coordinates": [[24.2402, -8.2358, 9.5905], [27.6473, -11.5038, 12.0744], [29.0583, -10.0825, 12.4166], [27.1456, -8.0875, 12.7395], [21.1835, 3.3929, 7.9321], [21.5898, -4.1309, 4.3611], [21.5962, 0.9159, 7.0378], [23.8418, -12.1872, 10.2557], [20.3916, -12.7141, 8.9894], [22.9407, -1.3469, 8.4743], [26.8374, -10.7437, 11.0320], [21.9071, -14.8210, 6.0949], [25.6557, -7.4422, 7.0073], [25.1614, -4.2350, 8.9013], [23.6177, -10.4898, 7.1356], [25.8027, -1.3321, 9.3701], [21.2622, 4.4632, 8.1006], [27.4505, -1.1717, 10.0059], [21.8202, 0.8548, 8.8187], [26.3054, -14.9806, 10.6547], [26.0405, -0.4383, 12.9731], [22.5750, -14.0809, 8.7824], [24.3529, -7.3011, 3.1840], [29.0096, -7.8060, 6.1545], [24.8765, -3.7114, 11.3161], [26.0197, -1.8701, 11.4762], [22.5272, 2.6575, 7.9244], [25.8905, -5.7549, 6.7100], [22.0179, -1.8663, 4.3779], [24.0475, -9.9993, 10.6466], [26.5282, -7.0703, 13.6951], [28.2963, -8.2069, 6.6688], [24.9074, -8.7549, 11.4595], [24.3266, -4.7426, 8.6133], [22.5360, -14.2714, 9.8684], [21.6587, -13.1057, 6.4388], [22.2715, 1.1617, 7.8663], [24.4218, -7.0815, 4.2544], [27.2508, -10.9765, 10.0409], [23.7301, -1.9907, 4.4371], [20.5738, 2.9897, 8.7469], [26.5377, -1.7782, 10.0540], [29.5787, -11.5473, 12.7486], [22.8344, -4.9061, 6.3124], [25.9797, -15.3601, 12.4330], [29.0342, -11.0324, 12.0587], [24.5641, -11.4961, 8.8266], [26.1873, -13.3384, 11.9805], [23.6400, -6.6034, 7.9005], [24.7166, -2.6655, 11.5840], [26.8121, -2.3937, 12.0190], [22.0041, -3.5696, 6.5260], [23.2793, -5.0631, 2.9329], [22.9650, 2.9000, 8.8968], [22.6543, -1.1057, 6.7275], [27.6122, -4.1033, 7.9880], [22.2393, -5.4222, 8.7543], [24.6085, -4.4973, 3.9612], [20.3241, -10.2493, 12.4669], [23.1272, -8.6229, 11.3221], [23.4507, -6.1371, 4.6371], [24.8200, -9.7410, 15.2751], [24.0402, -8.9217, 10.8053], [24.2451, -9.7589, 7.1633], [24.1403, -4.2749, 7.7236], [27.1473, -11.2932, 13.0326], [27.1939, -9.3136, 8.1286], [24.5981, -6.8719, 9.7543], [24.7891, -14.6090, 11.3938], [23.3517, 3.1482, 6.7907], [24.3332, -2.6050, 12.6020], [24.9023, -0.2473, 11.8522], [24.1908, -9.4116, 8.0679], [24.5109, -6.1832, 8.4109], [29.7605, -7.7967, 6.7551], [22.6347, -3.9064, 4.6066], [25.8833, -0.4868, 11.9732], [28.1633, -13.5610, 12.5355], [25.8115, -11.1016, 10.9662], [26.4475, -7.9828, 13.3945], [27.5449, -12.9983, 11.8227], [23.0241, -12.7938, 8.4662], [26.9171, -9.6562, 11.0259], [25.4378, -6.7575, 4.5094], [24.2582, -7.9923, 4.8311], [25.7111, -6.4698, 7.5123], [23.3302, -0.8835, 7.5563], [21.2813, -5.5517, 8.6737], [24.6514, -8.8251, 14.0681], [25.8655, -14.6603, 11.6022], [23.3256, -14.8404, 8.4864], [28.2534, -2.4959, 8.1451], [26.5675, -2.7188, 7.5851], [21.1060, -10.6552, 12.0799], [23.9836, 2.3684, 6.5907], [24.2897, -9.6218, 14.4824], [20.1148, -13.6601, 8.7303], [22.7916, -2.5046, 2.9565], [27.3361, -3.0880, 8.2716], [21.2428, -14.3837, 8.1231], [24.9246, -13.1881, 9.2260], [24.2753, -1.3962, 7.3776], [21.0512, -15.4459, 8.2976], [23.9720, -2.2753, 10.8852], [22.8495, -2.5001, 4.0453], [23.5179, 0.4993, 7.7366], [23.5888, -4.8979, 3.9748], [20.6703, 3.1902, 6.9872], [25.6001, -6.8666, 10.2087], [19.8886, -14.0646, 9.6357], [22.7138, 3.0982, 5.9927], [26.2504, -9.1092, 8.1663], [23.9320, -6.3697, 10.4670], [22.8408, -3.9147, 6.0632], [21.7981, -10.5288, 12.7389], [27.2461, -10.1018, 7.5761], [27.9000, -13.1788, 10.7989], [26.9331, -3.0793, 9.6126], [24.1457, -12.4202, 9.2272], [26.6529, -6.5783, 8.0641], [21.2757, -14.1063, 6.6298], [20.9504, -4.7259, 8.3116], [20.2756, -14.2296, 6.2173]],
  "mulliken_charge": [-0.05, 0.56, 0.25, 0.25, -1.44, 0.28, 0.30, 0.27, 0.28, 0.32, -0.63, 0.34, 0.26, -0.42, 0.32, -0.20, 0.35, 0.47, 0.34, 0.37, 0.28, -0.59, 0.35, -0.63, 0.04, 0.33, 0.38, 0.39, 0.33, -0.16, 0.27, 0.39, 0.19, 0.23, 0.31, 0.18, -0.69, -0.72, 0.28, 0.29, 0.36, -0.18, 0.29, 0.19, 0.31, -0.73, -0.12, -0.25, 0.45, -0.90, 0.26, 0.11, 0.46, 0.29, 0.28, 0.17, 0.44, 0.36, 0.29, 0.29, -0.30, 0.27, -0.39, -0.56, 0.04, 0.20, -0.77, -1.13, 0.11, -0.72, 0.43, 0.27, 0.34, 0.60, 0.30, 0.38, -0.70, 0.38, -0.04, -0.53, -0.85, -0.33, 0.12, 0.34, 0.11, -1.55, -0.49, -0.67, 0.31, -0.71, 0.38, 0.36, 0.19, -0.60, 0.33, -0.60, -0.75, 0.45, -0.64, 0.28, 0.34, 0.00, 0.41, 0.13, -1.55, -0.36, -0.86, 0.36, 0.39, 0.28, 0.30, 0.21, 0.53, -0.23, 0.30, 0.30, 0.36, -0.37, -0.27, 0.45, -1.37, 0.28, 0.41],
  "homo_ev": -9.2,
  "total_charge": 0,
  "energy_ha": -2268.9386,
  "max_force_ha_per_bohr": 0.034,
  "multiplicity": 1,
  "homo_lumo_gap_ev": 9.18
}

***

[4]
{
  "formula": "C4H7BiO3",
  "method": "ωB97M-V/def2-TZVPD",
  "species": ["C", "Bi", "H", "H", "H", "C", "C", "O", "O", "O", "H", "H", "H", "H", "C"],
  "coordinates": [[0.6163, -0.6384, -0.6802], [2.2982, 2.3726, -0.0372], [0.4504, -1.3628, 1.3536], [-1.8145, -0.2733, 1.1604], [-0.4071, -0.7515, -1.0519], [-0.1463, 1.7100, -0.1753], [-2.2103, 0.2874, 0.3099], [0.3160, 2.8491, -0.1280], [0.7663, 0.7466, -0.1785], [-1.5915, 1.4329, -0.0226], [-3.2081, 0.1803, -0.1136], [2.0413, -1.6419, 0.5885], [1.3050, -0.6951, -1.5283], [0.6255, -2.6054, 0.0895], [0.9588, -1.6106, 0.4139]],
  "mulliken_charge": [-0.28, 1.32, 0.34, 0.32, 0.45, 0.90, 0.21, -0.32, -0.24, -0.09, 0.36, 0.39, 0.33, 0.39, -1.07],
  "homo_ev": [-22.6, -24.9],
  "total_charge": 3,
  "energy_ha": -595.4741,
  "max_force_ha_per_bohr": 0.110,
  "multiplicity": 2,
  "s2": 0.75,
  "homo_lumo_gap_ev": [6.18, 8.48]
}